123
Properties=species:S:1:pos:R:3:forces:R:3:lowdin_charge:R:1 method="wB97M-V/def2-TZVPD" multiplicity=1 relative_energy_ev=1.422 e_lumo_ev=0.1614 orbital_gap_ev=7.82
Cs -0.250332 -0.372235 0.557341 2.0 0.8 -1.7 1.442
O -4.458531 1.764968 0.829969 0.0 0.2 0.1 0.046
C -3.513032 0.992780 0.919346 0.0 -0.6 -0.2 -0.487
N -2.306692 1.169686 1.510181 -0.8 0.6 0.3 -0.014
C -2.158425 2.140502 2.452683 0.3 0.1 -0.1 -0.488
O -2.989009 2.641155 3.195392 -0.1 0.0 0.0 0.056
C -0.687316 2.578793 2.704063 -0.3 -0.3 -0.1 -0.223
C -0.434010 3.524820 3.691555 0.0 0.0 0.0 -0.007
C 0.879810 3.864343 3.966506 0.0 0.0 0.1 -0.062
C 1.902060 3.247254 3.258929 0.0 0.0 -0.1 -0.062
C 1.555575 2.325138 2.281915 0.0 0.2 0.1 -0.160
N 0.293799 2.007206 2.006985 0.0 0.4 0.2 -0.017
C -3.715494 -0.347413 0.136242 0.1 0.4 0.2 -0.206
C -5.024740 -0.802987 0.000181 -0.1 0.1 0.0 -0.005
C -5.274942 -1.902744 -0.794528 0.0 0.0 0.0 -0.065
C -4.214577 -2.521453 -1.443327 0.1 -0.2 0.0 -0.073
C -2.940573 -2.030761 -1.222353 -0.3 0.3 0.1 -0.157
N -2.696747 -0.964100 -0.460812 -1.0 -0.1 -0.3 -0.073
H -1.277143 3.949017 4.218350 0.0 0.0 0.0 0.116
H 1.106725 4.596172 4.732690 0.0 0.0 0.0 0.104
H 2.942304 3.477337 3.445533 0.0 0.0 0.0 0.102
H 2.316653 1.827790 1.687671 0.0 0.0 0.0 0.111
H -5.816962 -0.258484 0.493016 0.0 0.0 0.0 0.116
H -6.285717 -2.270156 -0.920804 0.0 0.0 0.0 0.104
H -4.365407 -3.373920 -2.092438 0.0 0.0 0.0 0.097
H -2.080976 -2.498436 -1.694714 0.1 0.0 0.0 0.101
O -0.848533 1.566826 -1.365447 -0.4 0.4 -0.6 -0.676
S -2.190092 1.985892 -1.899889 0.2 -0.5 0.3 0.987
C -1.912067 2.353189 -3.646767 0.1 0.3 -0.2 -0.317
C -1.021754 3.548057 -3.992277 -0.3 0.0 -0.1 -0.214
C 0.315708 3.629829 -3.271998 0.2 0.1 0.1 -0.235
C 1.203992 2.422356 -3.490645 -0.1 -0.1 0.0 -0.315
S 2.745380 2.304899 -2.518148 0.1 -0.5 0.2 0.982
O 2.411391 1.465330 -1.315833 0.1 0.3 -0.1 -0.548
C 2.914347 3.970770 -1.906688 -0.1 0.2 0.0 -0.398
C 3.614650 4.906602 -2.650460 0.0 0.0 -0.1 -0.089
C 3.731624 6.204849 -2.173682 0.0 0.0 0.0 -0.081
C 3.165113 6.548493 -0.955371 0.0 0.0 0.0 -0.079
C 2.485547 5.595337 -0.207920 0.0 0.0 0.1 -0.060
C 2.358520 4.300073 -0.679570 0.0 0.0 -0.1 -0.069
C -2.516021 3.595922 -1.210856 0.1 0.1 -0.1 -0.375
C -3.664514 4.295783 -1.546187 0.0 0.1 0.0 -0.074
C -3.914152 5.507520 -0.922924 0.0 0.0 0.0 -0.071
C -3.039059 5.987462 0.043003 0.0 0.0 0.0 -0.072
C -1.916417 5.256368 0.393962 0.1 -0.1 0.0 -0.053
C -1.644722 4.049195 -0.234869 -0.2 0.1 -0.1 -0.074
H -2.890549 2.451941 -4.120191 -0.1 0.1 0.1 0.091
H -1.498997 1.407870 -4.008803 0.1 0.0 0.0 0.087
H -1.575894 4.465232 -3.775157 0.0 0.0 0.0 0.112
H -0.868285 3.545050 -5.077334 0.0 -0.1 0.0 0.117
H 0.139038 3.754082 -2.208701 0.0 0.0 0.2 0.085
H 0.824515 4.539782 -3.601718 0.0 0.0 0.0 0.119
H 1.488473 2.275096 -4.534913 0.0 0.1 0.0 0.092
H 0.710126 1.513589 -3.149089 0.0 0.0 0.0 0.052
H 4.068513 4.627544 -3.593691 0.0 0.0 0.0 0.110
H 4.272500 6.945036 -2.747666 0.0 0.0 0.0 0.103
H 3.260355 7.559151 -0.581889 0.0 0.0 0.0 0.103
H 2.051226 5.860630 0.747316 0.0 0.0 0.0 0.105
H 1.832197 3.538397 -0.124203 -0.1 -0.1 0.1 0.088
H -4.370870 3.894814 -2.261659 0.0 0.0 -0.1 0.116
H -4.802902 6.070597 -1.173227 0.0 0.0 0.0 0.104
H -3.246641 6.927566 0.536747 0.0 0.0 0.0 0.103
H -1.256507 5.611165 1.175156 0.0 0.0 0.0 0.106
H -0.790610 3.441118 0.025929 0.1 0.0 0.0 0.088
C -2.952215 -4.678683 2.941508 -0.1 -0.1 -0.1 -0.096
N -2.286094 -3.765202 3.851129 0.0 0.1 0.1 -0.291
C -2.428632 -4.088958 5.254039 0.0 0.0 0.2 -0.097
P -1.138101 -2.766380 3.250898 0.0 0.4 -0.5 0.475
O -1.492960 -2.144489 1.960334 -0.8 -1.2 1.2 -0.477
O 0.171410 -3.726561 3.032526 0.2 -0.3 0.1 -0.272
P 1.304897 -3.385420 1.925231 0.0 0.3 0.1 0.441
O 1.501164 -1.937802 1.714736 1.0 -1.1 0.7 -0.502
N 0.753560 -4.205503 0.618113 0.1 -0.1 0.2 -0.285
C -0.068575 -5.395942 0.659860 -0.1 0.0 -0.1 -0.100
C 1.416784 -3.990906 -0.654322 0.1 0.0 -0.2 -0.101
N 2.680296 -4.094092 2.491095 0.1 -0.2 0.0 -0.292
C 3.587744 -3.325968 3.327908 0.0 0.1 0.0 -0.099
C 2.692887 -5.516929 2.779282 0.0 0.0 0.0 -0.095
N -0.673137 -1.740823 4.439101 0.0 -0.1 0.2 -0.283
C 0.342751 -2.128124 5.400988 0.1 -0.1 0.1 -0.102
C -0.719321 -0.302546 4.196759 -0.1 0.0 -0.1 -0.082
H -4.018400 -4.713320 3.179188 0.0 0.0 0.0 0.090
H -2.547410 -5.695045 3.018819 0.0 0.0 0.0 0.085
H -2.850697 -4.320492 1.918616 0.0 0.0 0.0 0.076
H -3.486004 -4.244394 5.480493 0.0 0.0 0.0 0.088
H -2.078302 -3.264502 5.870079 0.0 0.0 0.0 0.073
H -1.883450 -5.001029 5.526211 0.0 0.0 0.0 0.089
H -0.499454 -5.539606 1.645780 0.0 0.0 0.0 0.063
H 0.514222 -6.286589 0.394507 0.0 0.0 0.0 0.084
H -0.887944 -5.302363 -0.058881 0.0 0.0 0.0 0.092
H 2.001397 -3.072638 -0.656173 0.0 0.0 0.0 0.062
H 0.665824 -3.900954 -1.443363 0.0 0.0 0.0 0.079
H 2.076997 -4.830717 -0.903692 0.0 0.0 0.0 0.092
H 3.521897 -2.273246 3.065245 0.0 0.0 0.0 0.077
H 4.610156 -3.670382 3.159073 0.0 0.0 0.0 0.086
H 3.354143 -3.448688 4.392508 0.0 0.0 0.0 0.082
H 2.059344 -6.059992 2.082026 0.0 0.0 0.0 0.065
H 2.342600 -5.726059 3.797121 0.0 0.0 0.0 0.089
H 3.707893 -5.904811 2.673596 0.0 0.0 0.0 0.088
H 0.344168 -3.203802 5.571875 0.0 0.0 0.0 0.077
H 0.147581 -1.637087 6.357357 0.0 0.0 0.0 0.092
H 1.340341 -1.832380 5.054201 0.0 0.0 0.0 0.085
H -1.440456 -0.087917 3.411685 0.0 0.0 0.0 0.052
H 0.266760 0.058459 3.887397 0.0 0.0 0.0 0.085
H -1.027237 0.218967 5.104820 0.0 0.0 0.0 0.102
C 1.356692 -1.500601 -5.961820 0.0 0.0 0.0 -0.051
C 2.194271 -1.904032 -4.752656 0.0 0.1 0.1 -0.651
C 1.826097 -3.322111 -4.314762 0.0 -0.1 0.0 -0.055
C 3.677828 -1.824762 -5.093385 0.0 -0.1 -0.1 -0.053
N 1.902240 -0.898656 -3.709721 0.0 -0.2 0.0 -0.059
N 2.589792 -1.231149 -2.455066 -0.1 0.2 -0.2 0.033
H 1.515109 -2.198001 -6.785125 0.0 0.0 0.0 0.083
H 1.613297 -0.497278 -6.301042 0.0 0.0 0.0 0.079
H 0.292170 -1.515745 -5.717890 0.0 0.0 0.0 0.078
H 2.090279 -4.047442 -5.086316 0.0 0.0 0.0 0.083
H 0.749243 -3.402718 -4.142983 0.0 0.0 0.0 0.078
H 2.342487 -3.592939 -3.395352 0.0 0.1 0.0 0.058
H 3.892669 -2.400836 -5.994415 0.0 0.0 0.0 0.083
H 4.291427 -2.233753 -4.291060 0.0 0.0 0.1 0.076
H 3.975370 -0.790301 -5.267458 0.0 0.1 0.0 0.083
H 0.917141 -1.021269 -3.481129 0.0 0.1 0.0 0.107
H 2.195266 -0.534882 -1.822978 0.1 -0.1 0.2 0.024
H 3.521241 -0.838349 -2.578466 0.1 -0.1 0.0 0.068